DFT (ωB97M-V/def2-TZVPD) results for a cluster of 6 separate species, C24H30F18O12 in total at a distorted geometry.

Last column: Löwdin charge in e.
Element x y z (Å)
1 C -1.01913 2.83829 -3.57224  -0.052
2 C -0.85273 1.58122 -2.75362  -0.202
3 O -1.38606 1.75333 -1.44391  0.001
4 C -2.69172 1.53852 -1.24241  -0.372
5 O -3.61636 1.51780 -2.00606  0.166
6 C -2.94891 1.48193 0.28836  -0.539
7 F -4.17948 1.01343 0.43231  0.176
8 F -2.06132 0.70430 0.89883  0.161
9 F -2.80474 2.68780 0.87969  0.166
10 H -2.04905 2.89961 -3.97815  0.096
11 H -0.28134 2.93641 -4.34408  0.079
12 H -0.94988 3.60451 -2.89562  0.049
13 H 0.20778 1.42969 -2.45244  0.137
14 H -1.35605 0.67432 -3.26057  0.143
15 C -5.64979 -0.69324 -2.13790  -0.054
16 C -4.71245 -1.56771 -1.31118  -0.156
17 O -4.18637 -2.61846 -2.18241  0.059
18 C -2.97732 -2.44601 -2.62535  -0.393
19 O -2.18692 -1.54500 -2.51678  0.149
20 C -2.57548 -3.67100 -3.52836  -0.487
21 F -3.27905 -4.81065 -3.22415  0.130
22 F -2.66746 -3.35697 -4.81103  0.193
23 F -1.30881 -4.02750 -3.25646  0.148
24 H -4.97468 -0.33460 -2.91418  0.065
25 H -6.07402 0.18483 -1.64302  0.083
26 H -6.46367 -1.38443 -2.57813  0.116
27 H -5.34512 -2.12116 -0.69440  0.109
28 H -3.89237 -1.03018 -0.89644  0.092
29 C 1.97263 6.57507 0.49245  -0.062
30 C 1.69994 6.56769 1.95150  -0.203
31 O 0.27667 6.55941 2.02816  0.041
32 C -0.18609 7.08180 3.13046  -0.414
33 O 0.38493 7.69534 4.00156  0.158
34 C -1.69749 6.92047 3.18361  -0.521
35 F -2.18246 6.36346 2.04000  0.137
36 F -1.96688 6.08310 4.15647  0.196
37 F -2.31315 8.12989 3.35519  0.146
38 H 3.03123 6.50008 0.29423  0.076
39 H 1.66687 7.52636 -0.01942  0.108
40 H 1.57848 5.71670 0.01910  0.065
41 H 2.07403 7.41438 2.55501  0.133
42 H 2.03938 5.64682 2.46836  0.137
43 C 4.05761 -0.34572 2.58728  -0.050
44 C 4.57979 0.56530 3.68261  -0.177
45 O 3.62884 1.61220 4.03324  0.021
46 C 2.56028 1.32673 4.75599  -0.413
47 O 2.26458 0.25764 5.18776  0.176
48 C 1.67821 2.60808 4.84773  -0.532
49 F 2.48000 3.51763 5.39643  0.163
50 F 1.23744 3.05823 3.66714  0.163
51 F 0.63648 2.50571 5.69608  0.160
52 H 4.84369 -0.99479 2.27891  0.076
53 H 3.79742 0.30283 1.73858  0.069
54 H 3.05661 -0.78545 2.82214  0.082
55 H 5.51482 1.09385 3.53116  0.122
56 H 4.86698 0.00185 4.58542  0.128
57 C 0.97860 -7.84083 -2.44239  -0.072
58 C 0.56174 -6.45630 -2.21569  -0.183
59 O 1.28381 -5.56477 -3.15572  0.053
60 C 1.43139 -4.33190 -2.75649  -0.416
61 O 1.48478 -3.89629 -1.64369  0.167
62 C 1.71908 -3.30455 -3.90419  -0.571
63 F 1.63129 -3.75512 -5.16591  0.163
64 F 0.94722 -2.26683 -3.73288  0.184
65 F 2.95954 -2.84470 -3.73740  0.161
66 H 2.04812 -7.94427 -2.12130  0.105
67 H 0.87564 -8.11415 -3.50833  0.098
68 H 0.44000 -8.43960 -1.75606  0.072
69 H 0.86828 -6.13756 -1.18104  0.123
70 H -0.49037 -6.29465 -2.42789  0.122
71 C 0.99842 0.21140 0.98182  -0.070
72 C 0.25821 -1.05754 0.69306  -0.184
73 O 1.11139 -2.19399 1.02492  0.018
74 C 0.69208 -3.42495 1.22043  -0.399
75 O -0.47175 -3.79792 1.26846  0.142
76 C 1.86398 -4.38925 1.36337  -0.594
77 F 1.91329 -4.78726 2.65204  0.159
78 F 1.58854 -5.45578 0.68439  0.178
79 F 3.03391 -3.90390 0.95218  0.179
80 H 0.44531 1.08840 0.67859  0.066
81 H 1.99859 0.16896 0.48024  0.092
82 H 1.15475 0.22475 2.08447  0.082
83 H 0.01950 -1.15439 -0.40199  0.143
84 H -0.64364 -1.08074 1.36954  0.134

Cartesian forces (eV/Å) of the 6 atoms listed first:
-1.558 -1.650 -0.902
0.430 -1.318 -1.033
-1.748 -0.583 0.716
0.306 1.220 0.329
0.982 -0.267 -0.163
0.517 0.614 -0.483

Output
DFT total energy = -3633.026188 hartree
SMILES = CCOC(=O)C(F)(F)F.CCOC(=O)C(F)(F)F.CCOC(=O)C(F)(F)F.CCOC(=O)C(F)(F)F.CCOC(=O)C(F)(F)F.CCOC(=O)C(F)(F)F
Kohn-Sham gap = 11.33 eV
Multiplicity = 1


DFT (ωB97M-V/def2-TZVPD) results for a cluster of 2 separate species, C24H30F6P in total at a distorted geometry.

Last column: Löwdin charge in e.
Element x y z (Å)
1 C -1.27973 1.42571 -1.00635  -0.105
2 C -1.83084 1.32994 0.42487  -0.574
3 C -2.21677 2.72056 0.93032  -0.139
4 P -0.80062 0.41347 1.71377  1.055
5 C -0.75015 -1.19603 0.72992  -0.582
6 C -2.13037 -1.72749 0.32624  -0.126
7 C 0.02556 -2.29034 1.46663  -0.127
8 C 0.88311 1.01206 1.10734  -0.572
9 C 2.02747 0.40965 1.92598  -0.129
10 C 1.06481 2.53192 1.06761  -0.127
11 H -2.03291 1.95177 -1.61297  0.089
12 H -0.35142 2.00602 -1.05552  0.061
13 H -1.09926 0.45157 -1.47517  0.072
14 H -2.74762 0.72127 0.39793  0.080
15 H -2.92249 3.17242 0.22143  0.082
16 H -2.70124 2.67257 1.91276  0.057
17 H -1.34488 3.38005 1.00999  0.054
18 H -0.19701 -0.92974 -0.18906  0.091
19 H -2.00042 -2.73735 -0.08692  0.080
20 H -2.81063 -1.79902 1.18667  0.076
21 H -2.61302 -1.12398 -0.45098  0.066
22 H -0.16467 -3.24646 0.96078  0.077
23 H 1.10954 -2.13445 1.44753  0.053
24 H -0.29273 -2.39276 2.51391  0.055
25 H 0.94006 0.62318 0.07516  0.095
26 H 2.95783 0.92591 1.65021  0.078
27 H 1.87046 0.54874 3.00380  0.074
28 H 2.18815 -0.65591 1.73580  0.048
29 H 2.13267 2.73781 0.90406  0.081
30 H 0.52256 3.02560 0.25483  0.052
31 H 0.77556 3.00431 2.01708  0.083
32 F -3.08978 4.24609 10.21369  0.138
33 C -2.64801 4.40265 8.93266  -0.505
34 F -3.51412 5.27112 8.32070  0.132
35 F -1.43708 5.05119 9.00950  0.138
36 C -2.53083 3.11232 8.18170  -0.068
37 C -2.58965 3.15739 6.78781  0.032
38 C -2.41665 1.99392 6.06880  0.041
39 C -2.16113 0.73701 6.70551  -0.155
40 C -1.88561 -0.38553 5.87712  0.146
41 C -1.54819 -1.69697 6.31721  -0.159
42 C -0.98618 -2.00866 7.59517  0.023
43 C -0.76540 -3.31891 7.99474  0.037
44 C -0.97882 -4.35194 7.07769  -0.070
45 C -0.65450 -5.76201 7.46848  -0.505
46 F -1.18842 -6.68130 6.60994  0.131
47 F 0.70273 -5.98489 7.48085  0.137
48 F -1.11279 -6.07753 8.71956  0.136
49 C -1.43570 -4.09513 5.78641  0.031
50 C -1.73865 -2.79794 5.42191  0.033
51 C -2.26044 0.73048 8.13603  0.032
52 C -2.35157 1.90903 8.86517  0.039
53 H -2.78166 4.10205 6.28323  0.142
54 H -2.49736 2.02000 4.97763  0.127
55 H -2.02132 -0.24413 4.81424  0.103
56 H -0.72546 -1.20824 8.29120  0.116
57 H -0.43324 -3.53687 9.00880  0.143
58 H -1.56848 -4.91584 5.08432  0.140
59 H -2.17270 -2.61139 4.43343  0.128
60 H -2.30681 -0.21284 8.68634  0.118
61 H -2.31230 1.89065 9.95384  0.141

Cartesian forces (eV/Å) of the 6 atoms listed first:
-0.184 0.011 -0.019
-0.258 -0.028 0.469
-0.141 0.148 -0.071
0.340 0.111 -1.789
0.125 0.018 0.106
0.027 -0.099 -0.060

Output
Net charge = +1
DFT total energy = -1872.803302 hartree
Kohn-Sham gap = 4.86 eV
Multiplicity = 1


DFT (ωB97M-V/def2-TZVPD) results for a cluster of 8 separate species, C24H30F7O25P in total at a distorted geometry.

Last column: Löwdin charge in e.
Element x y z (Å)
1 C 2.05797 2.96530 0.53324  -0.046
2 O 2.42723 2.45162 -0.75835  -0.222
3 P 3.85663 2.68963 -1.36566  0.465
4 O 4.97591 2.79264 -0.38366  -0.226
5 O 3.94189 1.52032 -2.49749  -0.246
6 C 5.11462 1.19385 -3.16997  -0.117
7 O 3.69402 3.97627 -2.38561  -0.234
8 C 4.91269 4.40313 -2.97356  -0.132
9 H 2.45565 3.97406 0.64433  0.104
10 H 2.60666 2.38804 1.27743  0.079
11 H 0.97463 2.92026 0.64477  0.076
12 H 5.90516 1.87964 -2.86527  0.080
13 H 4.91131 1.18391 -4.24079  0.098
14 H 5.49201 0.20580 -2.90650  0.093
15 H 4.96743 4.22079 -4.04680  0.089
16 H 5.84422 4.17819 -2.45418  0.092
17 H 4.73235 5.47597 -3.04129  0.090
18 C -2.40006 -1.80884 5.84877  -0.028
19 C -3.54382 -2.64636 5.31647  -0.387
20 O -4.46734 -2.73548 6.35718  0.124
21 C -4.14649 -1.84416 7.37752  -0.498
22 O -4.86342 -1.70397 8.35761  0.131
23 O -2.97548 -1.30745 7.06593  0.079
24 F -3.18979 -3.86969 5.05874  0.111
25 H -1.92582 -0.98296 5.31855  0.122
26 H -1.56497 -2.45368 6.12242  0.130
27 H -3.95707 -2.22063 4.40210  0.159
28 C 3.00250 -2.02553 2.52288  -0.090
29 C 3.39187 -0.68635 3.00983  -0.319
30 O 2.79129 -0.62966 4.31970  0.107
31 C 1.77774 -1.59982 4.40501  -0.427
32 O 1.02936 -1.79429 5.36113  0.140
33 O 1.85396 -2.34153 3.25094  0.074
34 F 2.92045 0.27957 2.22031  0.081
35 H 3.78139 -2.77085 2.68389  0.149
36 H 2.86181 -1.94526 1.44498  0.128
37 H 4.44288 -0.47465 3.20646  0.173
38 C -5.59211 1.53003 0.29662  -0.040
39 C -4.36554 1.53448 -0.53962  -0.316
40 O -4.36674 0.26611 -1.15577  0.154
41 C -5.27587 -0.52904 -0.63901  -0.557
42 O -5.37197 -1.74684 -0.79282  0.136
43 O -6.05644 0.19397 0.15235  0.093
44 F -3.28289 1.66109 0.21730  0.102
45 H -6.33982 2.25371 -0.02791  0.140
46 H -5.46514 1.72297 1.36187  0.151
47 H -4.31493 2.31776 -1.29593  0.174
48 C 0.35167 3.03109 -3.10202  -0.077
49 C 0.19948 4.50069 -3.40851  -0.295
50 O -0.11751 5.07552 -2.15069  0.171
51 C -0.48677 4.12881 -1.30124  -0.517
52 O -0.92980 4.23076 -0.13922  0.113
53 O -0.40731 2.93016 -1.91477  0.054
54 F -0.81574 4.53461 -4.27134  0.095
55 H 1.38967 2.74836 -2.92676  0.098
56 H -0.02037 2.33202 -3.85102  0.146
57 H 1.08573 4.93741 -3.86888  0.173
58 C 1.35268 -1.46612 -3.65011  -0.067
59 C 1.37220 -0.39471 -2.67697  -0.342
60 O 2.08651 -0.94932 -1.65856  0.173
61 C 1.90205 -2.26673 -1.68692  -0.536
62 O 2.17232 -3.07030 -0.82207  0.161
63 O 1.22210 -2.57693 -2.79207  0.104
64 F 0.14158 0.11782 -2.26165  0.071
65 H 2.18558 -1.48692 -4.35291  0.157
66 H 0.44059 -1.35771 -4.23700  0.155
67 H 1.82246 0.41976 -3.24442  0.152
68 C -0.51037 0.44255 0.89972  -0.016
69 C -1.13817 -0.87220 0.42403  -0.317
70 O -2.32955 -0.83784 1.22365  0.145
71 C -2.03778 -0.19206 2.34005  -0.597
72 O -2.84406 -0.05075 3.28212  0.102
73 O -0.89476 0.37991 2.30024  0.133
74 F -0.41541 -1.89044 0.79751  0.127
75 H -0.90869 1.24078 0.27339  0.118
76 H 0.56930 0.53881 0.78510  0.123
77 H -1.32756 -0.95376 -0.64629  0.154
78 C -1.32215 -4.61919 -0.99587  -0.064
79 C -1.70845 -5.50425 -2.12983  -0.382
80 O -1.63186 -4.58447 -3.14941  0.134
81 C -1.83833 -3.27604 -2.66028  -0.551
82 O -2.12990 -2.28456 -3.24653  0.180
83 O -1.78687 -3.37141 -1.38327  0.087
84 F -2.90254 -5.99104 -1.86599  0.118
85 H -0.24459 -4.46212 -0.94795  0.138
86 H -1.81453 -4.86983 -0.05627  0.161
87 H -0.98915 -6.32248 -2.16473  0.177

Cartesian forces (eV/Å) of the 6 atoms listed first:
1.028 0.248 0.748
0.073 -0.148 -1.296
1.358 0.221 -0.463
-1.391 -0.162 -1.554
-1.720 0.357 1.874
1.366 -0.210 -0.131

Output
DFT total energy = -3854.056960 hartree
SMILES = O=C1OC[C@@H](F)O1.O=C1OC[C@@H](F)O1.O=C1OC[C@@H](F)O1.O=C1OC[C@@H](F)O1.O=C1OC[C@@H](F)O1.O=C1OC[C@@H](F)O1.O=C1OC[C@@H](F)O1.COP(=O)(OC)OC
Kohn-Sham gap = 10.06 eV
Multiplicity = 1